[1]
The following is a quantum chemistry calculation of a structure of composition C31H32N2PtSi at a distorted geometry, from the OMol25 dataset.

ORCA input file:
```
! RIJCOSX wB97M-V def2-TZVPD def2/J DEFGRID3
* xyz 2 5
H 0.334 1.097 5.594
H 1.089 2.949 -1.295
C -1.514 -5.175 -0.397
C 2.268 -1.424 0.133
C -3.876 -0.304 -2.504
C 0.218 0.058 2.335
H -0.367 3.671 0.078
Si 0.351 0.763 0.601
H 3.049 4.440 -1.486
C -3.417 -1.522 -2.018
H 2.844 1.088 2.190
H -2.463 0.030 1.050
H -2.065 -6.088 -0.184
H -0.358 -1.930 1.708
C 0.412 0.902 3.444
C -0.140 -5.088 -0.166
C -2.053 -1.684 -1.743
C -0.199 -1.260 2.552
C 1.816 1.937 0.484
H 3.625 -0.697 -1.648
C -3.690 1.754 0.652
H 3.907 -0.827 -3.377
H 0.426 -5.926 0.231
C -0.414 -1.738 3.850
H 1.607 -3.795 -0.295
C -1.262 1.740 0.467
C 1.900 2.869 -0.565
C 3.016 3.705 -0.683
H -4.936 -0.161 -2.702
C -1.298 3.115 0.201
H -0.730 -2.773 3.996
H 2.514 1.263 -2.519
C 0.185 0.429 4.744
H 2.909 -0.572 0.395
C -3.719 3.111 0.318
H -3.276 1.692 -3.109
H -4.620 1.212 0.837
Pt 0.721 -0.871 -1.050
C -2.954 0.718 -2.746
C -2.179 -4.069 -0.917
N -0.132 -2.815 -0.895
C 2.130 0.316 -2.907
H 1.066 0.213 -2.595
C 2.884 1.825 1.386
C -2.517 3.789 0.094
H 0.730 1.939 3.298
H 4.831 2.544 1.960
H 2.882 -2.198 -0.342
H 2.047 0.388 -3.998
H -4.674 3.637 0.241
H -3.239 -4.074 -1.155
C 0.533 -3.902 -0.443
C 4.073 3.593 0.226
C -2.468 1.079 0.748
H 2.644 -1.817 -2.624
C -1.468 -2.888 -1.182
H 4.945 4.238 0.127
H 1.833 -1.820 1.054
H -2.528 4.851 -0.159
C -0.232 -0.890 4.950
C 4.010 2.649 1.254
H -4.073 -2.366 -1.818
H -0.416 -1.258 5.961
C 3.122 -0.831 -2.609
H -0.857 1.296 -2.613
C -1.607 0.516 -2.478
N -1.179 -0.648 -1.939
*
```

Calculated values
⟨S²⟩: 6.040
Frontier orbital gap (alpha / beta) in eV: 6.01 / 3.63
HOMO (alpha / beta) in eV: -12.187 / -14.007
Relative energy (zero: lowest compared OMol25 entry of this formula, charge and spin) in kcal per mole: 13.2

***

[2]
The following is a quantum chemistry calculation of the molecule C31H32N4O2, from the OMol25 dataset.

ORCA input file:
```
! RIJCOSX wB97M-V def2-TZVPD def2/J DEFGRID3
* xyz 0 1
H -0.712 -0.161 -8.806
C 1.265 0.034 1.530
C -2.753 0.985 4.020
H 5.227 0.271 1.251
H -2.082 2.143 2.321
C 4.710 3.597 1.529
C 1.129 -1.307 2.192
H -5.103 -0.358 3.500
C 0.797 -0.469 -2.164
H -2.831 -1.584 1.868
C -2.460 0.158 -7.612
C 1.337 -1.126 -4.239
N -0.984 0.428 2.431
H -4.176 1.146 1.594
H 0.463 -4.583 1.697
C -1.115 -0.117 -7.804
N 1.584 -0.058 0.115
H 2.077 0.590 2.013
H -2.266 -1.095 4.351
C -0.786 -0.279 -5.419
C 0.837 -2.475 1.494
H 2.063 2.653 -0.344
H -1.971 1.341 4.692
C 4.755 1.235 1.118
H 0.762 -0.534 -6.879
C 5.318 2.364 1.689
C 1.106 -2.635 4.183
O -0.614 -0.205 -0.337
H -1.001 -0.571 2.563
H 3.060 4.658 0.670
H -3.532 -0.469 5.403
H 6.228 2.277 2.265
C -2.265 1.093 2.573
C 0.093 -0.512 -4.288
C 0.011 0.950 1.696
C 2.972 0.112 -0.264
C -2.143 -0.004 -5.238
H 3.012 0.230 -1.348
C 0.694 -3.657 2.206
C -3.291 0.507 1.597
C -4.202 -0.971 3.415
O 0.052 2.091 1.294
C -3.689 -0.916 1.979
H 0.716 -2.468 0.423
H -4.469 -1.997 3.677
H 1.206 -2.747 5.255
C 3.542 3.700 0.792
H -1.051 0.319 -2.706
N 0.819 -3.742 3.518
C 1.271 -1.403 3.577
H 2.679 -1.555 -2.551
C 0.549 -0.227 -0.740
H 1.863 -1.563 -5.064
C -3.145 -0.446 4.382
H -3.622 1.635 4.139
C 1.774 -1.108 -2.912
C 2.984 2.576 0.213
H 1.502 -0.525 4.161
H -2.564 0.023 -4.244
H -4.016 0.422 -6.167
H -4.463 -1.270 1.295
N -0.213 -0.144 -3.020
C -2.968 0.212 -6.325
C -0.286 -0.332 -6.722
C 3.587 1.333 0.374
H -2.853 0.511 0.598
H 3.542 -0.784 0.017
H 5.146 4.477 1.979
H -3.107 0.327 -8.459
*
```

Calculated values
SMILES string: O=C(NC1CCCCC1)[C@@H](c1ccncc1)N(Cc1ccccc1)C(=O)c1ccc(-c2ccccc2)[nH]1
Frontier orbital gap in eV: 8.59
HOMO in eV: -8.021
Relative energy (zero: lowest compared OMol25 entry of this formula, charge and spin) in kcal per mole: 5.3

***

[3]
The following is a quantum chemistry calculation of the molecule C31H32N4O4, from the OMol25 dataset.

ORCA input file:
```
! RIJCOSX wB97M-V def2-TZVPD def2/J DEFGRID3
* xyz 0 1
C 1.955 -0.041 -1.605
H -1.630 1.720 -2.568
C -1.634 -0.655 2.078
C -0.138 3.018 -1.770
H 0.103 -0.956 0.123
H 0.436 0.693 3.646
H 0.483 -3.321 1.863
C 3.297 -0.702 2.515
C -2.662 -5.439 0.595
C 2.301 -1.243 -1.003
C 2.793 1.310 1.310
H 0.293 3.996 -1.999
N 0.865 2.005 -2.030
H -2.371 3.003 -4.444
C 1.720 -2.177 -0.007
H -2.222 5.267 -3.427
H -3.422 -3.356 -1.947
C -0.921 -1.793 2.433
H -0.290 2.452 2.117
H -2.756 0.283 5.128
N 2.960 0.351 -2.446
H -0.420 3.013 -5.872
O 2.352 -3.175 0.314
H 0.672 3.175 -4.504
H -0.240 1.681 -4.731
C 0.735 2.661 1.796
C -1.296 -3.460 0.679
H -1.681 -0.330 1.051
C -0.231 -2.639 1.385
C 3.616 0.221 1.535
C -1.668 -4.692 1.199
C -0.423 2.992 -0.255
C -2.931 -3.734 -1.062
H 1.697 2.196 -2.567
C 2.155 -0.524 3.277
C 0.785 0.818 -1.414
H -0.471 5.253 -3.640
H -0.345 -3.071 4.051
C -2.245 -0.299 4.374
C -1.430 3.333 -3.991
C -1.547 -1.440 4.732
H 4.797 -0.560 -2.920
H -1.525 5.214 -5.046
N 0.522 -1.825 0.461
H 3.040 2.028 0.542
N 3.527 -1.552 -1.514
H -4.071 -5.546 -1.014
C -0.282 2.763 -4.822
C -3.296 -4.962 -0.539
H 1.900 -1.235 4.047
C -0.890 -2.182 3.766
H -2.940 -6.398 1.008
H -1.172 -5.069 2.082
H -1.662 -2.027 -0.875
H 1.102 3.553 2.319
C -1.410 4.860 -4.024
C -2.287 0.090 3.045
O -0.190 0.509 -0.729
C 3.877 -0.572 -2.370
H -2.242 3.265 -1.995
C 1.328 0.562 3.051
C -1.433 2.793 -2.556
C 1.637 1.483 2.060
C -1.938 -2.983 -0.456
O -1.503 3.067 0.256
O 0.740 2.952 0.398
H 4.023 -2.389 -1.242
H -1.512 -1.751 5.766
H -2.829 0.978 2.755
H 4.513 0.097 0.944
H 3.933 -1.558 2.683
*
```

Calculated values
SMILES string: CC(C)C[C@H](NC(=O)c1nc[nH]c1C(=O)NC(c1ccccc1)c1ccccc1)C(=O)OCc1ccccc1
Frontier orbital gap in eV: 9.22
HOMO in eV: -8.705
Relative energy (zero: lowest compared OMol25 entry of this formula, charge and spin) in kcal per mole: 0.0

***

[4]
The following is a quantum chemistry calculation of a structure of composition C31H32N7O5PdS2Te, from the OMol25 dataset.

ORCA input file:
```
! RIJCOSX wB97M-V def2-TZVPD def2/J DEFGRID3
* xyz 1 5
C 4.459 -1.346 -1.150
H 0.950 -4.150 6.718
C -4.116 1.431 -0.872
C -4.865 -2.762 0.071
C -2.626 -2.000 0.143
C 0.675 4.730 1.636
C 0.016 5.339 -0.997
H -0.047 7.942 2.011
H 0.567 -4.495 -1.822
C -4.579 2.733 -0.899
N -2.370 3.447 -1.465
H 1.686 -2.626 7.204
H -4.764 0.593 -0.642
C -4.841 -2.585 -1.314
N -2.577 -1.888 -1.183
H 2.471 0.389 -3.300
O 1.682 2.046 -1.645
C -0.027 6.325 -0.037
O 0.286 3.425 -3.155
N 0.266 7.018 2.241
C -1.269 -2.146 4.042
Te 1.908 -0.149 -0.221
S 0.461 2.822 -1.871
H -0.324 -3.001 -1.473
C 0.404 4.047 -0.648
H -1.108 -3.520 5.667
O -2.779 -0.180 2.361
C 0.772 -2.573 5.265
C 0.664 -3.430 -1.612
H -0.317 7.331 -0.311
H -0.248 5.556 -2.021
C 0.301 6.038 1.295
H 4.296 -0.213 -4.841
C 0.755 -0.961 3.461
H 3.241 -3.570 -2.429
C 4.335 -0.538 -3.810
H 2.485 -3.638 6.010
H -2.325 -2.322 3.895
H 2.997 -2.785 -3.993
O -0.624 0.608 1.405
H 2.471 -1.422 4.647
H -3.748 -2.551 1.899
N 1.326 -2.794 -2.739
C 5.492 -1.665 -2.023
Pd -0.818 -0.300 -1.015
O -0.120 -1.024 -2.952
C 0.858 -1.699 -3.317
S -1.445 -0.481 1.926
C 1.512 -3.291 6.357
C -3.749 -2.461 0.825
H -5.761 -3.121 0.559
C 3.297 -0.210 -2.951
H 1.015 2.745 0.957
H 1.260 -0.210 2.870
N -0.725 1.729 -1.589
N -1.404 -1.576 0.696
H -5.608 2.976 -0.686
C 0.729 3.749 0.672
C -0.582 -2.810 5.042
C -3.676 -2.140 -1.900
H 1.402 -1.398 -4.217
H 4.517 -1.664 -0.117
C 5.427 -1.263 -3.347
H 0.443 6.811 3.206
H -3.941 4.754 -1.282
H 6.238 -1.505 -4.022
C 3.364 -0.617 -1.617
C 2.534 -3.428 -3.248
H 1.248 -3.303 -0.697
C -3.650 3.712 -1.222
H -5.703 -2.805 -1.925
C 1.424 -1.635 4.469
H 2.299 -4.396 -3.691
H 0.927 4.495 2.662
N -2.851 1.143 -1.156
H 6.346 -2.223 -1.662
C -2.035 2.169 -1.406
C -0.590 -1.226 3.251
H -3.592 -2.003 -2.971
*
```

Calculated values
⟨S²⟩: 6.024
Frontier orbital gap (alpha / beta) in eV: 8.34 / 4.52
HOMO (alpha / beta) in eV: -10.085 / -10.035
Relative energy (zero: lowest compared OMol25 entry of this formula, charge and spin) in kcal per mole: 24.2